ORCA calculation (ωB97M-V with the def2-TZVPD basis set) on 3 unconnected molecules or ions with the total composition C26H56FN3O8P3 at a distorted geometry.

As for the total energy: -2913.96014 a.u. As for the spin multiplicity: 1. The calculation puts the LUMO energy at -4.71 eV. The HOMO-LUMO gap comes out at 6.40 eV. The total charge is +1. As for the HOMO energy: -11.112 eV. The max |F| is 8.73 eV Å⁻¹.

Last columns: bonded neighbours and bond lengths (Å).
Cartesian coordinates (Å):
1 C 2.3685 3.3214 -3.0459  C2 1.578, H20 1.121, H21 1.121, H22 1.117
2 C 2.4850 2.8565 -4.5490  C1 1.578, C3 1.579, H23 1.116, H24 1.124
3 C 2.3470 4.0378 -5.5872  C2 1.579, C4 1.575, H25 1.125, H26 1.116
4 C 0.9944 4.0539 -6.3932  C3 1.575, C5 1.544, H27 1.118, H28 1.127
5 C -0.2654 4.3232 -5.5416  C4 1.544, C6 1.492, N18 1.346
6 C -1.4044 3.3593 -5.5670  C5 1.492, P7 1.861, C12 1.474
7 P -1.3829 1.7973 -6.5779  C6 1.861, C8 1.867, C10 1.869
8 C -3.0444 1.4215 -7.3412  P7 1.867, C9 1.589, H29 1.122, H30 1.123
9 C -4.1950 0.9705 -6.3420  C8 1.589, H31 1.125, H32 1.112, H33 1.124
10 C -0.6950 0.3771 -5.5760  P7 1.869, C11 1.575, H34 1.118, H35 1.126
11 C -1.6175 -0.1415 -4.4099  C10 1.575, H36 1.120, H37 1.123, H38 1.122
12 C -2.5663 3.7016 -4.7270  C6 1.474, C13 1.490, H39 1.107
13 C -2.4359 4.9577 -3.9364  C12 1.490, C14 1.586, N17 1.334
14 C -3.6112 5.3895 -2.9637  C13 1.586, N15 1.459, H40 1.114, H41 1.128
15 N -4.5463 4.3109 -2.6611  C14 1.459, C16 1.482, H42 1.017
16 C -5.7374 4.2828 -3.5420  N15 1.482, H43 1.120, H44 1.123, H45 1.120
17 N -1.3677 5.7567 -3.9606  C13 1.334, N18 1.289
18 N -0.4101 5.3993 -4.7455  C5 1.346, N17 1.289, F19 1.355
19 F 0.6362 6.2596 -4.7728  N18 1.355
20 H 3.3631 3.6907 -2.6827  C1 1.121
21 H 1.6337 4.1571 -2.9131  C1 1.121
22 H 2.0329 2.4815 -2.3904  C1 1.117
23 H 1.7919 2.0262 -4.8248  C2 1.116
24 H 3.5272 2.4515 -4.6646  C2 1.124
25 H 3.1634 3.8910 -6.3469  C3 1.125
26 H 2.5907 4.9968 -5.0704  C3 1.116
27 H 0.9251 3.0895 -6.9537  C4 1.118
28 H 1.0957 4.8629 -7.1718  C4 1.127
29 H -3.4002 2.2677 -7.9859  C8 1.122
30 H -2.8715 0.5643 -8.0458  C8 1.123
31 H -5.1454 1.5073 -6.6140  C9 1.125
32 H -3.9583 1.0991 -5.2628  C9 1.112
33 H -4.4257 -0.1165 -6.5075  C9 1.124
34 H -0.3939 -0.4417 -6.2755  C10 1.118
35 H 0.2379 0.7716 -5.0850  C10 1.126
36 H -1.9360 0.6654 -3.7012  C11 1.120
37 H -1.0428 -0.9024 -3.8176  C11 1.123
38 H -2.5082 -0.6793 -4.8286  C11 1.122
39 H -3.4669 3.0604 -4.6792  C12 1.107
40 H -4.0893 6.3214 -3.3420  C14 1.114
41 H -3.0874 5.6398 -1.9968  C14 1.128
42 H -4.0930 3.4043 -2.5743  N15 1.017
43 H -6.5756 3.8382 -2.9474  C16 1.120
44 H -6.0190 5.3537 -3.7310  C16 1.123
45 H -5.5906 3.7702 -4.5266  C16 1.120
46 O -1.4903 -1.3218 0.4988  P47 1.510
47 P -0.9484 -0.0991 1.1990  O46 1.510, O48 1.653, O51 1.646, O54 1.692
48 O 0.1019 0.4212 0.0338  P47 1.653, C49 1.416
49 C -0.4319 1.0597 -1.1120  O48 1.416, C50 1.521, H57 1.095, H58 1.093
50 C -0.9576 2.4505 -0.7920  C49 1.521, H59 1.094, H60 1.095, H61 1.091
51 O 0.1261 -0.8579 2.1893  P47 1.646, C52 1.429
52 C -0.0194 -2.2450 2.5001  O51 1.429, C53 1.518, H62 1.091, H63 1.093
53 C 0.7893 -3.0997 1.5409  C52 1.518, H64 1.090, H65 1.092, H66 1.093
54 O -0.6205 1.3041 2.0856  P47 1.692, C55 1.439
55 C -1.6860 1.7631 2.9366  O54 1.439, C56 1.518, H67 1.094, H68 1.091
56 C -2.0387 0.7503 4.0102  C55 1.518, H69 1.095, H70 1.091, H71 1.091
57 H -1.2199 0.4394 -1.5516  C49 1.095
58 H 0.3770 1.1371 -1.8427  C49 1.093
59 H -1.8418 2.3966 -0.1503  C50 1.094
60 H -1.2378 2.9780 -1.7101  C50 1.095
61 H -0.2067 3.0371 -0.2608  C50 1.091
62 H -1.0715 -2.5326 2.5085  C52 1.091
63 H 0.3536 -2.3932 3.5170  C52 1.093
64 H 0.6221 -2.8261 0.4986  C53 1.090
65 H 0.5443 -4.1560 1.6689  C53 1.092
66 H 1.8569 -2.9656 1.7310  C53 1.093
67 H -2.5626 1.9919 2.3226  C55 1.094
68 H -1.3514 2.6927 3.3985  C55 1.091
69 H -2.4482 -0.1664 3.5726  C56 1.095
70 H -2.7840 1.1607 4.6933  C56 1.091
71 H -1.1521 0.4687 4.5801  C56 1.091
72 O 3.2230 -3.6966 7.9213  P73 1.509
73 P 3.2828 -4.8868 6.9949  O72 1.509, O74 1.648, O77 1.651, O80 1.693
74 O 2.7420 -4.1720 5.6121  P73 1.648, C75 1.423
75 C 3.6328 -3.3195 4.9016  O74 1.423, C76 1.519, H83 1.095, H84 1.092
76 C 4.7326 -4.1087 4.2125  C75 1.519, H85 1.094, H86 1.092, H87 1.091
77 O 1.8798 -5.6153 7.4711  P73 1.651, C78 1.426
78 C 1.3007 -5.3205 8.7406  O77 1.426, C79 1.518, H88 1.091, H89 1.094
79 C 0.2767 -4.2056 8.6242  C78 1.518, H90 1.090, H91 1.092, H92 1.093
80 O 3.5971 -6.2992 6.1167  P73 1.693, C81 1.438
81 C 4.6614 -7.1212 6.6248  O80 1.438, C82 1.518, H93 1.094, H94 1.091
82 C 4.3686 -7.6407 8.0207  C81 1.518, H95 1.095, H96 1.091, H97 1.091
83 H 4.0578 -2.5719 5.5792  C75 1.095
84 H 3.0409 -2.7903 4.1523  C75 1.092
85 H 5.4093 -4.5583 4.9451  C76 1.094
86 H 5.3232 -3.4598 3.5622  C76 1.092
87 H 4.3129 -4.9210 3.6172  C76 1.091
88 H 2.0726 -5.0813 9.4734  C78 1.091
89 H 0.8064 -6.2310 9.0905  C78 1.094
90 H 0.6610 -3.3513 8.0665  C79 1.090
91 H -0.0367 -3.8670 9.6142  C79 1.092
92 H -0.6041 -4.5617 8.0846  C79 1.093
93 H 5.5929 -6.5474 6.6171  C81 1.094
94 H 4.7799 -7.9575 5.9348  C81 1.091
95 H 4.3191 -6.8225 8.7468  C82 1.095
96 H 5.1490 -8.3319 8.3433  C82 1.091
97 H 3.4066 -8.1548 8.0463  C82 1.091